No. 1
Entry from the Open Molecules 2025 dataset: a molecular structure, C28H34F8N7O4RuS2Se (ωB97M-V/def2-TZVPD).

Structure (XYZ):
```
85
Properties=species:S:1:pos:R:3:lowdin_charge:R:1
Ru -0.004 -0.268 0.594 1.03
C 3.935 2.582 3.659 -0.06
C 3.833 3.920 2.931 -0.41
C 4.656 3.904 1.645 -0.08
C 2.374 4.312 2.669 -0.11
N 1.717 3.414 1.738 -0.09
C 1.109 2.256 1.985 -0.11
N 0.777 1.732 0.832 -0.07
N 1.176 2.588 -0.124 0.04
N 1.739 3.606 0.407 0.08
H 4.978 2.349 3.875 0.08
H 3.551 1.764 3.044 0.08
H 3.383 2.590 4.602 0.08
H 4.221 4.709 3.587 0.13
H 4.388 3.051 1.021 0.06
H 5.718 3.819 1.881 0.08
H 4.504 4.812 1.057 0.07
H 2.305 5.314 2.246 0.12
H 1.800 4.282 3.596 0.13
H 0.940 1.830 2.960 0.11
C -1.360 -5.574 0.400 -0.11
C -0.477 -4.758 -0.533 -0.30
N -1.253 -3.929 -1.448 -0.01
C -1.710 -2.657 -1.163 -0.74
S -1.489 -2.135 0.524 0.66
N -2.306 -1.913 -2.020 -0.02
C -2.482 -2.379 -3.376 -0.32
C -3.699 -3.296 -3.508 -0.11
H -0.746 -6.212 1.041 0.06
H -2.053 -6.201 -0.166 0.06
H -1.937 -4.906 1.041 0.04
H 0.127 -5.427 -1.151 0.11
H 0.215 -4.137 0.037 0.04
H -1.087 -4.097 -2.426 0.10
H -1.942 -0.030 -1.053 0.01
H -1.589 -2.879 -3.789 0.09
H -2.635 -1.498 -4.006 0.09
H -3.580 -4.186 -2.888 0.06
H -3.851 -3.607 -4.546 0.06
H -4.589 -2.764 -3.169 0.06
Se -1.211 0.785 5.254 0.38
C -0.778 0.187 3.631 -0.96
N -0.520 -0.114 2.540 -0.10
C -3.163 1.178 1.405 -0.08
C -2.585 1.673 0.081 -0.52
C -2.115 3.125 0.287 -0.06
C -1.467 0.755 -0.474 -0.22
C -3.651 1.671 -1.019 -0.17
C -3.347 2.205 -2.275 -0.04
C -4.265 2.190 -3.312 -0.10
C -5.524 1.632 -3.127 -0.12
C -5.839 1.089 -1.892 -0.10
C -4.915 1.109 -0.854 -0.03
H -2.429 1.300 2.196 0.03
H -3.422 0.119 1.358 0.07
H -4.049 1.758 1.685 0.08
H -1.524 3.203 1.203 0.07
H -2.974 3.796 0.388 0.08
H -1.498 3.474 -0.542 0.06
H -0.843 1.325 -1.173 0.05
H -2.361 2.618 -2.448 0.11
H -3.990 2.603 -4.276 0.09
H -6.241 1.609 -3.939 0.09
H -6.809 0.632 -1.732 0.09
H -5.181 0.655 0.090 0.10
F 6.431 -0.643 -2.693 0.07
C 5.149 -0.535 -2.278 -0.16
C 4.123 -1.145 -2.977 -0.15
F 4.416 -1.863 -4.082 0.08
C 2.816 -1.023 -2.559 -0.14
F 1.863 -1.638 -3.281 0.09
C 2.428 -0.285 -1.417 -0.30
O 1.192 -0.176 -1.099 -0.18
C 3.513 0.321 -0.740 -0.13
F 3.288 1.084 0.350 0.05
C 4.824 0.200 -1.155 -0.15
F 5.802 0.823 -0.469 0.09
F 1.375 -4.922 2.378 0.10
C 1.598 -3.649 2.769 -0.66
F 2.317 -3.712 3.906 0.10
F 0.415 -3.113 3.073 0.10
S 2.506 -2.697 1.472 0.44
O 3.747 -3.435 1.380 -0.32
O 2.571 -1.368 2.059 -0.34
O 1.667 -2.785 0.301 -0.36
```

The value obtained for the energy above the lowest of the compared OMol25 structures with the same formula, charge and spin is 5.9 kJ/mol. The HOMO-LUMO gap (alpha / beta) comes out at 6.6 / 6.4 eV. The HOMO energy (alpha / beta) is -2.533 / -2.317 eV. As for the expectation value of S²: 0.76. As for the total charge: -2. As for the spin multiplicity: 2.

=====

No. 2
Entry from the Open Molecules 2025 dataset: 2 unconnected molecules or ions with the total composition H2NO3S at a distorted geometry (ωB97M-V/def2-TZVPD).

Structure (XYZ):
```
7
Properties=species:S:1:pos:R:3:lowdin_charge:R:1
N 0.138 0.784 0.600 -0.14
O 1.144 -1.943 0.781 -0.58
O -1.868 -0.162 -0.766 -0.45
O 0.141 0.498 -1.980 -0.46
S -0.429 -0.208 -0.852 0.65
H -0.202 0.282 1.449 0.03
H 1.077 0.748 0.769 -0.04
```

The value obtained for the energy above the lowest of the compared OMol25 structures with the same formula, charge and spin is 549.1 kJ/mol. The HOMO-LUMO gap (alpha / beta) comes out at 6.0 / 8.5 eV. The HOMO energy (alpha / beta) is -3.842 / -4.409 eV. As for the total charge: -1.

=====

No. 3
Entry from the Open Molecules 2025 dataset: a molecular structure, C29H49BrCoN2OP2 at a distorted geometry (ωB97M-V/def2-TZVPD).

Structure (XYZ):
```
85
Properties=species:S:1:pos:R:3:lowdin_charge:R:1
N 2.265 -4.055 5.261 0.07
C 1.308 -3.225 5.673 -0.12
C 0.827 -2.168 4.887 0.00
C 1.318 -2.028 3.551 -0.21
C 2.428 -2.851 3.189 -0.01
C 2.846 -3.847 4.071 -0.12
C 0.615 -1.234 2.576 -0.02
Co 0.290 0.065 0.549 0.37
P -1.971 -0.097 -3.622 1.22
C 0.584 -1.667 1.169 -0.26
C -0.505 -2.517 0.603 -0.22
C -0.141 -3.473 -0.361 -0.03
C -1.110 -4.145 -1.088 -0.13
C -2.456 -3.990 -0.731 -0.73
C -2.837 -3.119 0.303 -0.10
C -1.845 -2.413 1.006 -0.01
Br -3.757 -4.861 -1.738 0.83
H -0.042 -0.441 2.943 0.09
H 1.565 -1.968 0.774 0.08
H 0.030 -1.529 5.268 0.11
H 2.955 -2.752 2.235 0.11
H 0.915 -3.388 6.679 0.12
H 3.677 -4.508 3.817 0.12
H 0.917 -3.665 -0.547 0.12
H -2.092 -1.761 1.850 0.13
H -0.812 -4.809 -1.885 0.11
H -3.886 -2.981 0.550 0.11
P 2.043 1.036 -0.338 0.91
C -3.420 -1.097 -3.104 -0.35
C -4.134 -1.714 -4.309 -0.14
H -4.087 -0.381 -2.600 0.10
H -3.121 -1.867 -2.378 0.07
H -5.001 -2.286 -3.965 0.08
H -4.484 -0.923 -4.986 0.08
H -3.489 -2.396 -4.878 0.08
C -0.583 -1.261 -3.506 -0.35
C -0.032 -1.501 -4.921 -0.13
H -0.951 -2.192 -3.052 0.08
H 0.181 -0.839 -2.841 0.05
H 0.846 -2.156 -4.898 0.09
H -0.784 -1.966 -5.573 0.08
H 0.264 -0.551 -5.390 0.08
C -1.909 1.234 -2.388 -0.40
C -2.465 2.532 -2.987 -0.13
H -0.854 1.342 -2.080 0.06
H -2.509 0.878 -1.540 0.08
H -2.053 3.410 -2.482 0.08
H -2.228 2.613 -4.053 0.07
H -3.559 2.583 -2.887 0.09
C 1.729 2.795 -0.749 -0.38
C 2.917 3.720 -1.022 -0.12
H 1.128 3.185 0.084 0.06
H 1.076 2.764 -1.632 0.07
H 3.431 4.022 -0.099 0.08
H 3.654 3.289 -1.710 0.08
H 2.533 4.636 -1.488 0.08
C 2.562 0.277 -1.930 -0.38
C 3.062 -1.159 -1.797 -0.13
H 3.339 0.912 -2.388 0.09
H 1.682 0.328 -2.595 0.05
H 3.853 -1.247 -1.044 0.07
H 2.265 -1.866 -1.526 0.05
H 3.472 -1.507 -2.750 0.08
C 3.524 1.115 0.737 -0.36
C 3.293 1.648 2.156 -0.12
H 4.264 1.736 0.209 0.09
H 3.938 0.094 0.782 0.08
H 3.732 0.966 2.897 0.08
H 3.767 2.631 2.296 0.08
H 2.228 1.732 2.408 0.04
C -1.791 4.518 2.969 -0.02
N -1.206 3.184 2.922 -0.12
C -0.628 2.664 4.151 0.00
C -1.153 2.469 1.796 -0.43
C -1.779 3.005 0.551 0.02
O -0.538 1.358 1.830 -0.10
H -1.824 4.830 4.017 0.10
H -2.818 4.514 2.564 0.10
H -1.198 5.254 2.401 0.11
H -1.057 1.692 4.408 0.10
H 0.466 2.583 4.082 0.10
H -0.873 3.381 4.938 0.10
H -1.227 3.890 0.200 0.11
H -1.755 2.236 -0.234 0.04
H -2.825 3.286 0.739 0.11
```

The HOMO-LUMO gap (alpha / beta) comes out at 6.2 / 3.6 eV. The HOMO energy (alpha / beta) is -12.320 / -12.714 eV. As for the expectation value of S²: 4.07. As for the total charge: +2. As for the spin multiplicity: 4.

=====

No. 4
Entry from the Open Molecules 2025 dataset: a molecular structure, C29H60F10N6NaO12S6 at a distorted geometry (ωB97M-V/def2-TZVPD).

Structure (XYZ):
```
124
Properties=species:S:1:pos:R:3:lowdin_charge:R:1
Na -17.225 -18.261 -7.630 0.94
C -14.367 -3.632 -12.922 -0.08
C -14.012 -5.095 -12.567 -0.24
C -14.392 -5.487 -11.146 -0.12
N -13.892 -6.881 -10.686 -0.20
C -14.661 -7.145 -9.374 -0.13
C -14.211 -8.308 -8.519 -0.15
C -12.663 -8.230 -8.224 -0.15
C -11.828 -8.047 -9.529 -0.16
C -12.309 -6.891 -10.463 -0.07
C -14.165 -7.997 -11.753 0.05
H -14.266 -3.313 -13.960 0.08
H -13.596 -2.989 -12.498 0.08
H -15.343 -3.403 -12.494 0.08
H -12.930 -5.157 -12.684 0.10
H -14.417 -5.688 -13.386 0.11
H -15.480 -5.525 -11.109 0.13
H -14.037 -4.808 -10.370 0.14
H -14.606 -6.222 -8.798 0.13
H -15.723 -7.192 -9.618 0.14
H -14.862 -8.258 -7.646 0.12
H -14.485 -9.241 -9.012 0.11
H -12.372 -7.388 -7.595 0.11
H -12.316 -9.142 -7.738 0.11
H -10.819 -7.878 -9.151 0.12
H -11.719 -8.951 -10.129 0.11
H -11.943 -5.923 -10.124 0.13
H -11.759 -6.906 -11.404 0.12
H -13.879 -8.917 -11.243 0.10
H -13.544 -7.855 -12.638 0.10
H -15.214 -7.994 -12.049 0.11
C -13.278 -18.303 -2.523 -0.06
C -12.237 -19.499 -2.356 -0.20
C -11.678 -20.032 -3.676 -0.09
N -10.713 -21.290 -3.634 -0.22
C -9.340 -20.822 -2.967 -0.06
C -8.554 -19.873 -3.882 -0.19
C -8.349 -20.433 -5.261 -0.20
C -9.662 -20.888 -5.938 -0.13
C -10.494 -21.858 -5.037 -0.09
C -11.177 -22.412 -2.762 0.01
H -12.777 -17.378 -2.809 0.07
H -13.843 -17.956 -1.657 0.08
H -13.939 -18.516 -3.364 0.07
H -12.624 -20.310 -1.740 0.10
H -11.429 -19.140 -1.719 0.10
H -11.291 -19.222 -4.294 0.13
H -12.503 -20.407 -4.283 0.13
H -9.510 -20.342 -2.004 0.13
H -8.746 -21.733 -2.887 0.13
H -9.085 -18.933 -4.034 0.11
H -7.643 -19.433 -3.476 0.13
H -7.859 -19.658 -5.851 0.12
H -7.611 -21.233 -5.319 0.12
H -10.260 -20.036 -6.260 0.11
H -9.456 -21.342 -6.907 0.12
H -11.458 -21.988 -5.530 0.14
H -10.069 -22.855 -4.925 0.14
H -12.005 -22.844 -3.324 0.12
H -11.439 -21.980 -1.795 0.10
H -10.430 -23.174 -2.542 0.11
C -2.888 -13.893 -14.267 -0.09
C -4.265 -14.453 -14.019 -0.24
C -5.048 -14.624 -15.357 -0.10
N -6.557 -14.987 -15.228 -0.24
C -7.348 -13.701 -14.784 -0.05
C -8.931 -13.820 -14.999 -0.14
C -9.267 -14.301 -16.417 -0.19
C -8.638 -15.683 -16.631 -0.15
C -7.144 -15.557 -16.522 -0.13
C -6.788 -16.066 -14.165 0.04
H -2.334 -13.622 -13.369 0.09
H -2.885 -13.179 -15.091 0.08
H -2.278 -14.732 -14.603 0.08
H -4.880 -13.755 -13.452 0.10
H -4.283 -15.408 -13.493 0.11
H -4.596 -15.444 -15.916 0.14
H -4.944 -13.707 -15.937 0.13
H -6.893 -12.860 -15.307 0.13
H -7.117 -13.576 -13.726 0.12
H -9.432 -12.852 -15.015 0.11
H -9.431 -14.433 -14.249 0.12
H -8.994 -13.486 -17.087 0.12
H -10.349 -14.354 -16.538 0.12
H -8.770 -16.093 -17.633 0.13
H -9.120 -16.351 -15.918 0.13
H -6.719 -14.972 -17.338 0.14
H -6.664 -16.520 -16.692 0.13
H -7.854 -16.192 -13.975 0.11
H -6.276 -15.713 -13.270 0.09
H -6.243 -16.931 -14.543 0.12
N -13.527 -17.703 -9.230 -0.31
S -13.344 -18.360 -10.787 0.58
O -12.415 -19.478 -10.771 -0.30
O -13.223 -17.465 -11.932 -0.29
F -14.798 -19.037 -11.021 -0.20
S -12.759 -16.374 -9.486 0.44
O -13.343 -15.262 -10.151 -0.30
O -11.309 -16.490 -9.674 -0.32
F -12.903 -15.836 -7.936 -0.26
N -18.554 -21.797 -5.524 -0.29
S -18.196 -23.342 -5.999 0.52
O -19.233 -24.349 -6.085 -0.26
O -16.813 -23.742 -5.831 -0.30
F -18.073 -22.942 -7.543 -0.23
S -18.739 -22.225 -4.054 0.46
O -17.527 -22.627 -3.313 -0.33
O -19.977 -22.934 -3.679 -0.30
F -18.927 -20.745 -3.421 -0.24
C -20.799 -21.982 -18.777 -0.61
F -20.379 -22.370 -19.993 0.10
F -22.151 -21.874 -18.880 0.11
F -20.367 -22.880 -17.879 0.12
S -19.920 -20.289 -18.359 0.74
O -20.453 -19.388 -19.374 -0.34
O -20.315 -19.977 -16.932 -0.37
N -18.181 -20.675 -18.567 -0.30
S -17.654 -20.661 -17.092 0.51
O -17.581 -19.351 -16.492 -0.32
O -18.289 -21.691 -16.308 -0.34
C -15.861 -21.338 -17.407 -0.63
F -15.869 -22.273 -18.321 0.14
F -15.117 -20.296 -17.843 0.09
F -15.259 -21.839 -16.285 0.09
```

The HOMO-LUMO gap comes out at 4.4 eV. The HOMO energy is -7.828 eV. As for the total charge: +1.

=====

Calculated total energy readings, ordered: -159548.397; -18496.576; -162125.459; -161141.767 eV